No. 1
# C6H17N3

A 2-piece molecular cluster, C6H17N3 overall (ωB97M-V with the def2-TZVPD basis set, the Open Molecules 2025 dataset).

Cartesian coordinates (Å):
C 1.8712 0.0693 1.3991
C 0.7441 -0.6184 0.6732
N 1.1299 -1.7636 -0.0690
C -0.5844 -0.5338 1.1203
N -1.4350 -1.6585 0.8143
N -0.8226 0.1731 2.3463
H 1.5946 1.0908 1.6552
H 2.7666 0.0853 0.7748
H 2.1259 -0.4565 2.3238
H 0.3461 -2.1519 -0.5809
H 1.9165 -1.5818 -0.6794
H -1.1413 -2.5133 1.2742
H -2.3990 -1.4657 1.0602
H -1.7973 0.1829 2.6147
H -0.2546 -0.1514 3.1214
C 0.2255 0.5571 -2.6956
C 0.0390 1.3302 -1.3965
C -1.3343 1.3951 -0.8800
H -0.2722 1.0594 -3.5251
H -0.1931 -0.4454 -2.6012
H 1.2831 0.4529 -2.9460
H 0.5303 2.3040 -1.4263
H 0.6155 0.6746 -0.5845
H -1.2748 0.4614 0.0407
H -2.1378 1.2649 -1.6028
H -1.5417 2.2391 -0.2310

As for the maximum force: 0.06270 Eh/bohr. The relative energy (zero: lowest compared OMol25 entry of this formula, charge and spin) is 51.6 kcal per mole. The SMILES is CC(N)=C(N)N.CCC. The value obtained for the total energy is -10965.9707 eV. The net charge is 0. As for the LUMO energy: 0.95 eV. The multiplicity is 1. The value obtained for the orbital gap is 0.298 Eh.

Charges in e, computed with natural (NBO), in the same order as the atoms: -0.65, 0.13, -0.82, 0.16, -0.87, -0.86, 0.24, 0.21, 0.21, 0.39, 0.37, 0.36, 0.36, 0.37, 0.36, -0.60, -0.41, -0.61, 0.20, 0.20, 0.20, 0.20, 0.21, 0.22, 0.21, 0.21

***

No. 2
# C33H43Cl2N2OP3STc

C33H43Cl2N2OP3STc as an isolated structure (ωB97M-V with the def2-TZVPD basis set, the Open Molecules 2025 dataset).

Cartesian coordinates (Å):
P 0.9557 0.9679 -2.0907
C 2.6845 1.0983 -2.6542
C 3.0572 0.4540 -3.8499
H 2.4061 -0.2986 -4.2927
C 4.2370 0.8024 -4.5106
H 4.4707 0.3360 -5.4670
C 5.0932 1.7502 -3.9460
H 6.0145 2.0233 -4.4627
C 4.7735 2.3461 -2.7185
H 5.4473 3.0785 -2.2730
C 3.5800 2.0142 -2.0652
H 3.3325 2.4923 -1.1139
C 0.2552 -0.3806 -3.0729
C 0.6081 -1.7027 -2.7446
H 1.1500 -1.9063 -1.8157
C 0.3022 -2.7439 -3.6200
H 0.5907 -3.7634 -3.3565
C -0.3628 -2.4687 -4.8219
H -0.5949 -3.2823 -5.5077
C -0.7352 -1.1598 -5.1446
H -1.2461 -0.9416 -6.0832
C -0.4433 -0.1182 -4.2652
H -0.7293 0.9034 -4.5167
C 0.2094 2.4891 -2.7319
C 0.8272 3.1499 -3.8115
H 1.8481 2.9007 -4.0936
C 0.1264 4.1065 -4.5428
H 0.5970 4.5570 -5.4174
C -1.1659 4.4628 -4.1497
H -1.7199 5.1988 -4.7308
C -1.7441 3.8918 -3.0059
H -2.7423 4.1891 -2.6858
C -1.0454 2.9238 -2.2769
H -1.4727 2.5057 -1.3615
Tc -0.0129 -0.3556 2.6161
C -1.7914 -1.2550 2.2668
C -2.1675 -1.4529 0.9833
H -2.4726 -1.5821 3.0673
C -1.2928 -0.8529 -0.1043
O -2.1660 -0.1124 -0.9869
H -1.6627 0.0962 -1.8034
C -0.1172 -0.0042 0.4135
H -0.8256 -1.6980 -0.6497
C 0.7341 0.7286 -0.3807
Cl -0.4426 -1.3865 4.7782
Cl 2.0674 0.7882 2.7674
P 1.3954 -2.3082 2.6704
C 2.4204 -2.5744 4.1626
H 1.7968 -2.9556 4.9797
H 2.8598 -1.6168 4.4665
H 3.2229 -3.2897 3.9391
C 0.4982 -3.8942 2.4882
H -0.1262 -3.8553 1.5849
H -0.1481 -4.0468 3.3629
H 1.2210 -4.7203 2.4027
C 2.6451 -2.3320 1.3422
H 3.2723 -1.4373 1.4391
H 2.1442 -2.3131 0.3659
H 3.2568 -3.2411 1.4325
P -3.8199 -2.1934 0.7464
C -4.4062 -3.0791 2.2020
C -3.7999 -3.3517 -0.6170
H -4.5036 -2.4033 3.0584
H -3.7275 -3.8966 2.4695
H -5.3943 -3.5025 1.9795
H -3.2756 -2.8996 -1.4670
H -4.8405 -3.5766 -0.8877
H -3.2943 -4.2762 -0.3084
C -4.9841 -0.8659 0.4427
H -5.2861 -0.4230 1.3988
H -5.8634 -1.2703 -0.0698
H -4.4844 -0.1150 -0.1768
H 1.5166 1.2604 0.1879
C -0.1092 1.4813 6.3886
N 0.1896 2.5208 5.4197
C 1.0029 3.6134 5.6688
C 1.0420 4.3562 4.5291
N 0.2578 3.6939 3.5960
C -0.2696 2.5579 4.1398
S -1.3563 1.4801 3.4263
H -1.1519 1.1694 6.2773
H 0.5353 0.6108 6.2297
H 0.0647 1.8958 7.3824
H 1.4508 3.7547 6.6306
H 1.5410 5.2823 4.3157
H 0.0924 3.9717 2.6340

As for the maximum force: 0.04750 Eh/bohr. The value obtained for the total energy is -105880.7630 eV. The net charge is +2. As for the LUMO energy (spin up / spin down): -4.53 / -6.22 eV. The multiplicity is 4. The value obtained for the orbital gap (spin up / spin down) is 0.310 / 0.253 Eh.

Charges in e, computed with Mulliken, in the same order as the atoms: 3.12, -0.08, 0.13, 0.30, -0.81, 0.44, -0.48, 0.41, -0.75, 0.42, -0.41, 0.37, 0.09, -0.77, 0.51, -0.73, 0.49, -0.69, 0.44, -0.75, 0.45, -0.30, 0.38, -0.17, -0.30, 0.21, -0.77, 0.45, -0.54, 0.41, -0.75, 0.44, -0.21, 0.43, -1.47, -0.31, -0.25, 0.49, 0.99, -0.59, 0.12, 0.63, -0.05, -0.22, -0.43, -0.55, 1.05, -1.21, 0.38, 0.32, 0.44, -1.24, 0.20, 0.33, 0.45, -1.00, 0.36, 0.04, 0.52, 1.58, -1.32, -1.29, 0.48, 0.41, 0.41, 0.31, 0.46, 0.42, -1.29, 0.41, 0.46, 0.31, 0.25, -0.87, 0.27, -0.10, -0.61, 0.13, -0.02, -0.40, 0.35, 0.25, 0.32, 0.44, 0.43, 0.23

***

No. 3
# C24H25N2O3

An isolated ion of composition C24H25N2O3 and charge +1 (ωB97M-V with the def2-TZVPD basis set, the Open Molecules 2025 dataset).

Cartesian coordinates (Å):
C 6.1985 2.3721 2.8008
O 6.1485 0.9323 2.7617
C 4.9293 0.3311 2.8625
C 4.9095 -1.0878 2.8899
C 3.7158 -1.7494 3.0269
C 2.4821 -1.0603 3.1159
C 1.2557 -1.8122 3.3220
C 0.0208 -1.2778 3.2785
C -1.2564 -2.0088 3.6635
N -1.3013 -2.5150 5.1962
N -1.7373 -3.8821 5.4948
C -0.7651 -4.7749 5.8928
O 0.3857 -4.3563 6.1142
C -1.1499 -6.2197 5.9858
C -0.3893 -7.1379 6.7484
C -0.7042 -8.5091 6.7404
C -1.7509 -8.9928 5.9341
C -2.5151 -8.0867 5.1963
C -2.2254 -6.7122 5.2367
C -2.5150 -1.1500 3.3643
C -3.7233 -1.8005 3.1205
C -4.9070 -1.0681 3.0048
C -4.8760 0.3480 2.9962
O -6.0735 0.9902 2.8545
C -6.0983 2.4317 2.8138
C -3.6322 1.0062 3.1340
C -2.4686 0.2392 3.2904
C 2.5103 0.3562 3.0427
C 3.7027 1.0491 2.9114
H 7.2627 2.5983 2.7812
H 5.7012 2.8106 1.9277
H 5.7417 2.7625 3.7180
H 5.8599 -1.6141 2.8281
H 3.7010 -2.8347 3.0859
H 1.3978 -2.9001 3.4474
H -0.1182 -0.3421 2.7306
H -1.3010 -3.0209 3.2363
H -1.8592 -1.8707 5.8036
H -0.2846 -2.4856 5.3821
H -2.5979 -4.1984 5.0676
H 0.4572 -6.7785 7.3447
H -0.1225 -9.2145 7.3461
H -1.9650 -10.0616 5.8897
H -3.3347 -8.4399 4.5646
H -2.8381 -6.0331 4.6394
H -3.7737 -2.8818 2.9729
H -5.8706 -1.5573 2.9119
H -7.1589 2.6713 2.7488
H -5.6675 2.8688 3.7243
H -5.5729 2.8160 1.9293
H -3.5793 2.0964 3.1388
H -1.5309 0.8013 3.3162
H 1.5855 0.9242 3.1232
H 3.7162 2.1431 2.8699

As for the maximum force: 0.05409 Eh/bohr. The SMILES is COc1ccc(/C=C/[C@@H]([NH2+]NC(=O)c2ccccc2)c2ccc(OC)cc2)cc1. The value obtained for the total energy is -34407.9107 eV. The net charge is +1. As for the LUMO energy: -2.92 eV. The multiplicity is 1. The value obtained for the orbital gap is 0.280 Eh.

Charges in e, computed with natural (NBO), in the same order as the atoms: -0.26, -0.48, 0.36, -0.26, -0.13, -0.19, -0.09, -0.31, -0.05, -0.40, -0.47, 0.64, -0.60, -0.12, -0.16, -0.20, -0.16, -0.21, -0.19, -0.15, -0.19, -0.24, 0.34, -0.48, -0.26, -0.31, -0.12, -0.08, -0.33, 0.22, 0.18, 0.18, 0.24, 0.22, 0.22, 0.23, 0.22, 0.44, 0.48, 0.42, 0.24, 0.24, 0.23, 0.23, 0.19, 0.21, 0.24, 0.22, 0.18, 0.19, 0.24, 0.22, 0.20, 0.23

***

No. 4
# C23H19BBrF2N3O2SY

C23H19BBrF2N3O2SY as an isolated structure (ωB97M-V with the def2-TZVPD basis set, the Open Molecules 2025 dataset).

Cartesian coordinates (Å):
Y -2.0910 -2.8164 -0.7664
Br 3.8842 0.8339 6.1715
C 2.4106 1.6495 5.3308
C 1.4483 2.2812 6.1004
C 0.3736 2.8924 5.4668
C 0.2462 2.8164 4.0929
C 1.2271 2.2113 3.3254
C 2.3199 1.6275 3.9454
N -0.8750 3.5534 3.5069
N -1.6605 3.0329 2.7083
C -1.6481 1.5997 2.4076
C -1.7378 0.6090 3.3369
C -1.8935 -0.7431 2.9437
C -1.9401 -1.0849 1.6254
O -2.0893 -2.3619 1.1916
C -1.8649 -0.0612 0.6465
N -1.9422 -0.4288 -0.6807
C -1.9606 0.5063 -1.6045
C -1.8841 1.8762 -1.3064
C -1.7736 2.2590 0.0002
C -1.7543 1.2834 1.0275
H 1.5439 2.3155 7.1765
H -0.3731 3.4255 6.0417
H 1.1514 2.2067 2.2455
H 3.1002 1.1618 3.3597
H -1.7041 0.8455 4.3917
H -1.9819 -1.5216 3.6897
H -2.0389 0.1741 -2.6341
H -1.9276 2.6010 -2.1064
H -1.7234 3.3046 0.2757
C 1.2789 0.7963 -5.9540
C 1.3186 -0.2601 -4.8854
C 1.1702 0.0817 -3.5375
C 1.2071 -0.8805 -2.5460
C 1.3901 -2.2134 -2.9102
C 1.5249 -2.5832 -4.2433
C 1.4951 -1.5999 -5.2206
S 1.3912 -3.4925 -1.7155
C 2.7344 -3.0350 -0.6695
O 0.1603 -3.2334 -0.8192
H 1.2707 1.7965 -5.5251
H 0.3861 0.6856 -6.5720
H 2.1411 0.7164 -6.6161
H 1.0332 1.1222 -3.2676
H 1.0759 -0.5968 -1.5086
H 1.6620 -3.6228 -4.5153
H 1.6093 -1.8805 -6.2605
H 2.6314 -1.9965 -0.3632
H 3.6554 -3.1889 -1.2318
H 2.6998 -3.7070 0.1864
F -4.9166 -1.8364 -1.0470
B -4.4231 -3.0907 -1.2332
F -5.3371 -4.0297 -1.4547

As for the maximum force: 0.04220 Eh/bohr. The relative energy (zero: lowest compared OMol25 entry of this formula, charge and spin) is 17.6 kcal per mole. The value obtained for the total energy is -120753.7908 eV. The net charge is +1. As for the LUMO energy: -3.31 eV. The multiplicity is 1. The value obtained for the orbital gap is 0.267 Eh.

Charges in e, computed with Mulliken, in the same order as the atoms: 1.09, -0.16, 0.10, -0.48, -0.30, 0.05, 0.00, -0.55, -0.56, -0.22, 0.04, -0.40, -0.69, 1.06, -1.05, 0.17, -0.10, -0.64, -0.79, -0.50, 0.47, 0.43, 0.44, 0.42, 0.42, 0.48, 0.47, 0.56, 0.48, 0.55, -1.45, 0.74, -0.89, -0.20, 0.61, -0.53, -0.58, 0.20, -1.04, -0.47, 0.37, 0.34, 0.38, 0.33, 0.33, 0.44, 0.43, 0.32, 0.41, 0.44, -0.27, 0.52, -0.18

***

Q: Look up the net charge of the fourth one.
A: +1